# 1
Below is C38H28GeHgN3O7S4 as an isolated structure, with properties calculated with ωB97M-V with the def2-TZVPD basis set.

```
82
Properties=species:S:1:pos:R:3:mulliken_spin:R:1
Hg 0.532 -0.798 1.182 0.4491
S 0.342 1.632 2.717 0.1724
C 1.985 1.800 3.247 -0.0137
C 2.641 3.032 3.029 0.0073
C 3.947 3.257 3.416 -0.0062
C 4.671 2.246 4.041 0.0189
C 4.057 1.026 4.263 -0.0087
C 2.731 0.792 3.890 0.0332
S 2.111 -0.839 4.238 0.0086
C 0.698 -0.423 5.327 0.0061
C -0.688 -0.624 4.776 -0.0107
C -1.710 0.263 5.096 0.0058
C -2.976 0.021 4.596 0.0006
C -3.192 -1.113 3.830 0.0020
C -2.115 -1.950 3.568 0.0028
C -2.241 -3.159 2.690 -0.0019
S -2.629 -2.636 0.979 -0.0019
C -1.861 -3.895 -0.001 0.0468
C -2.695 -4.528 -0.926 -0.0160
C -2.205 -5.472 -1.810 0.0335
C -0.853 -5.805 -1.755 -0.0142
C -0.017 -5.171 -0.858 0.0117
C -0.473 -4.165 0.022 -0.0163
S 0.692 -3.306 0.988 0.1993
N -0.890 -1.704 4.033 0.0028
H 2.076 3.800 2.516 0.0049
H 4.407 4.218 3.215 -0.0007
H 5.695 2.408 4.358 0.0029
H 4.605 0.221 4.739 -0.0010
H 0.850 0.609 5.638 -0.0003
H 0.816 -1.079 6.192 0.0017
H -1.500 1.139 5.695 0.0006
H -3.779 0.729 4.763 -0.0003
H -4.162 -1.326 3.399 -0.0002
H -3.069 -3.800 2.999 -0.0005
H -1.296 -3.694 2.684 0.0034
H -3.742 -4.250 -0.945 -0.0015
H -2.864 -5.940 -2.531 0.0047
H -0.452 -6.560 -2.424 -0.0014
H 1.039 -5.409 -0.832 0.0027
O -1.885 0.264 -2.683 0.0006
C -1.260 0.878 -1.839 0.0410
O 0.023 0.612 -1.602 -0.0400
C -1.851 2.020 -1.083 -0.0265
C -2.058 3.174 -1.770 0.0005
C -2.678 4.280 -1.152 0.0013
C -3.084 4.175 0.172 0.0000
C -2.904 3.010 0.870 0.0049
C -2.255 1.825 0.308 0.0039
O -2.062 0.778 0.922 0.0145
N -3.437 2.985 2.216 0.0003
O -3.441 4.034 2.855 -0.0003
O -3.899 1.944 2.643 0.0006
N -2.952 5.455 -1.895 0.0000
O -3.593 6.364 -1.366 -0.0001
O -2.543 5.533 -3.054 -0.0001
H -1.758 3.259 -2.807 0.0001
H -3.584 5.005 0.649 -0.0001
Ge 0.624 -0.699 -2.759 0.0295
C 2.506 -0.830 -2.265 -0.0346
C 3.022 -0.135 -1.173 0.0858
C 4.347 -0.296 -0.794 -0.0090
C 5.180 -1.132 -1.523 0.0049
C 4.686 -1.805 -2.633 0.0047
C 3.355 -1.659 -2.995 0.0009
C 0.405 0.072 -4.545 0.0020
C 0.901 1.344 -4.814 -0.0023
C 0.681 1.944 -6.047 -0.0001
C -0.019 1.263 -7.032 -0.0001
C -0.520 -0.006 -6.773 0.0000
C -0.323 -0.590 -5.530 0.0003
H -0.194 -1.961 -2.586 -0.0018
H 2.382 0.545 -0.622 -0.0010
H 4.721 0.223 0.080 -0.0058
H 6.215 -1.254 -1.229 -0.0001
H 5.339 -2.452 -3.208 0.0005
H 2.974 -2.192 -3.860 -0.0001
H 1.442 1.885 -4.044 -0.0002
H 1.041 2.949 -6.231 0.0000
H -0.182 1.723 -7.999 0.0000
H -1.090 -0.524 -7.535 0.0000
H -0.758 -1.559 -5.312 -0.0003
```

Computed properties:
- Highest occupied orbital energy (alpha / beta): -0.433 / -2.201 eV
- Lowest unoccupied orbital energy (alpha / beta): 4.144 / 4.139 eV
- ΔE to the lowest compared entry with this formula, charge and spin: 22.8 kcal/mol
- Multiplicity: 2
- ⟨S²⟩: 0.758
- HOMO-LUMO gap (alpha / beta): 4.577 / 6.340 eV
- Total charge: -2

# 2
Below is C38H29BrN3O10PSW as an isolated structure, with properties calculated with ωB97M-V with the def2-TZVPD basis set.

```
84
Properties=species:S:1:pos:R:3:mulliken_spin:R:1
W -0.585 -0.167 -0.816 1.4564
Br -1.477 -7.084 -3.213 0.0002
C -1.650 -5.340 -2.488 0.0010
C -2.226 -5.174 -1.222 0.0084
C -2.373 -3.908 -0.695 -0.0020
C -1.928 -2.784 -1.402 0.0416
O -2.078 -1.580 -0.921 0.0219
C -1.334 -2.965 -2.662 0.0162
C -0.846 -1.844 -3.408 0.0303
N -0.728 -0.629 -2.993 0.0300
C -0.213 0.339 -3.901 0.0522
C 0.112 0.159 -5.211 -0.0141
C 0.640 1.224 -5.982 0.0004
C 0.782 2.468 -5.457 -0.0018
C 0.410 2.696 -4.109 -0.0067
C 0.455 3.964 -3.496 0.0068
C 0.032 4.097 -2.212 -0.0044
C -0.378 2.947 -1.510 0.0230
N -0.362 1.751 -2.019 0.0021
C -0.040 1.619 -3.336 0.0043
C -1.220 -4.256 -3.206 0.0060
H -2.551 -6.042 -0.662 0.0002
H -2.834 -3.759 0.275 -0.0022
H -0.536 -2.070 -4.423 -0.0096
H -0.020 -0.800 -5.694 -0.0001
H 0.926 1.035 -7.009 -0.0002
H 1.167 3.288 -6.051 -0.0002
H 0.792 4.822 -4.066 0.0002
H 0.007 5.057 -1.714 0.0012
H -0.742 3.038 -0.502 -0.0034
H -0.789 -4.389 -4.193 0.0004
O -4.419 1.143 0.088 0.0083
C -3.229 1.315 0.203 0.0247
O -2.336 0.876 -0.648 0.0516
C -2.688 2.207 1.349 -0.0148
P -0.915 1.893 1.633 0.0845
C -0.828 1.078 3.271 -0.0047
C 0.448 0.905 3.822 0.0162
C 0.631 0.142 4.966 -0.0024
C -0.461 -0.465 5.581 0.0050
C -1.729 -0.300 5.043 -0.0028
C -1.910 0.460 3.888 0.0074
C -0.208 3.515 2.134 0.0141
C 0.982 3.933 1.541 0.0190
C 1.578 5.134 1.915 0.0023
C 0.987 5.925 2.889 -0.0002
C -0.199 5.514 3.492 0.0007
C -0.789 4.318 3.118 -0.0027
H -3.316 2.083 2.226 0.0024
H -2.804 3.238 1.009 -0.0026
H 1.306 1.359 3.334 0.0033
H 1.625 0.017 5.377 -0.0002
H -0.319 -1.078 6.464 0.0004
H -2.584 -0.770 5.513 -0.0002
H -2.905 0.534 3.463 0.0006
H 1.442 3.306 0.784 -0.0018
H 2.503 5.450 1.446 0.0000
H 1.448 6.860 3.183 0.0000
H -0.657 6.126 4.259 -0.0002
H -1.711 4.002 3.596 0.0008
O -0.814 -0.842 1.109 0.0206
C -0.452 -1.863 1.694 0.0237
C 0.411 -2.859 1.144 0.0430
C 0.770 -3.962 1.924 -0.0018
C 1.541 -4.933 1.369 0.0053
C 1.986 -4.857 0.036 0.0127
C 1.652 -3.786 -0.735 0.0007
C 0.858 -2.752 -0.189 0.0272
O 0.538 -1.742 -0.927 -0.0246
N 1.916 -6.106 2.189 0.0000
O 1.567 -6.118 3.353 0.0017
O 2.550 -6.986 1.642 -0.0002
H -0.843 -1.995 2.713 0.0015
H 0.445 -4.049 2.954 0.0006
H 2.597 -5.659 -0.356 0.0013
H 1.994 -3.688 -1.757 0.0001
C 3.544 1.685 -0.863 0.0006
S 2.513 0.263 -0.839 -0.0107
O 3.274 -0.823 -0.277 0.0039
O 2.042 0.140 -2.206 0.0046
O 1.299 0.647 0.017 0.0225
H 4.484 1.368 -1.313 0.0009
H 3.714 2.040 0.155 0.0000
H 3.060 2.444 -1.479 -0.0004
```

Computed properties:
- Highest occupied orbital energy (alpha / beta): -6.997 / -8.357 eV
- Lowest unoccupied orbital energy (alpha / beta): -1.262 / -1.185 eV
- ΔE to the lowest compared entry with this formula, charge and spin: 27.6 kcal/mol
- Multiplicity: 3
- ⟨S²⟩: 2.012
- HOMO-LUMO gap (alpha / beta): 5.735 / 7.172 eV

# 3
Below is C38H29ClCrN9O2PS2 as an isolated structure, with properties calculated with ωB97M-V with the def2-TZVPD basis set.

```
83
Properties=species:S:1:pos:R:3:mulliken_spin:R:1
Cr -0.224 -0.685 -0.633 1.0501
Cl -5.535 -0.982 4.281 0.0001
C -4.071 -0.944 3.353 0.0019
C -3.031 -1.828 3.667 -0.0025
C -1.860 -1.821 2.944 0.0018
C -1.704 -0.937 1.864 -0.0033
O -0.573 -0.907 1.201 -0.0160
C -2.747 -0.051 1.564 0.0076
C -2.581 0.902 0.510 -0.0098
N -1.674 0.866 -0.405 -0.0205
C -1.735 1.859 -1.429 -0.0066
C -2.741 2.764 -1.648 0.0014
C -2.643 3.707 -2.692 -0.0004
C -1.548 3.747 -3.505 0.0006
C -0.505 2.812 -3.319 -0.0024
C 0.679 2.794 -4.092 -0.0008
C 1.633 1.860 -3.823 -0.0052
C 1.391 0.906 -2.817 0.0030
N 0.302 0.881 -2.083 -0.0189
C -0.629 1.853 -2.300 -0.0021
C -3.927 -0.049 2.327 -0.0037
H -3.160 -2.519 4.490 -0.0001
H -1.047 -2.493 3.183 0.0011
H -3.305 1.713 0.501 -0.0015
H -3.633 2.779 -1.037 -0.0004
H -3.454 4.407 -2.838 -0.0001
H -1.469 4.481 -4.296 -0.0001
H 0.811 3.516 -4.888 -0.0001
H 2.553 1.807 -4.388 -0.0002
H 2.104 0.114 -2.646 -0.0019
H -4.722 0.650 2.097 0.0000
N -3.689 -0.526 -1.859 0.0049
C -3.233 -1.673 -1.283 0.0042
N -1.979 -1.937 -0.986 -0.0129
C -1.880 -3.218 -0.428 0.0105
C -3.052 -3.856 -0.240 0.0032
S -4.351 -2.903 -0.832 -0.0009
C -0.560 -3.798 -0.159 -0.0007
C -0.296 -5.124 -0.122 -0.0028
S 1.378 -5.374 0.163 0.0006
C 1.608 -3.662 0.196 0.0018
N 0.527 -2.965 0.013 0.0003
N 2.856 -3.110 0.355 -0.0004
H -3.067 -0.107 -2.546 0.0024
H -4.637 -0.572 -2.200 -0.0002
H -3.213 -4.821 0.208 0.0001
H -0.965 -5.949 -0.295 0.0001
H 3.567 -3.739 0.697 0.0001
H 2.836 -2.253 0.892 -0.0002
O 0.550 -1.684 -2.153 -0.0008
N 1.045 -1.927 -3.318 -0.0149
C 0.320 -1.585 -4.342 0.0153
C 0.840 -1.848 -5.657 -0.0003
N 1.253 -2.016 -6.715 0.0066
C -0.943 -0.900 -4.218 0.0027
N -1.946 -0.355 -4.090 0.0065
C 3.489 0.565 -0.309 -0.0011
P 1.901 0.510 0.603 0.0107
C 2.366 -0.290 2.178 -0.0012
C 3.620 -0.859 2.393 -0.0055
C 3.938 -1.441 3.616 0.0008
C 3.012 -1.439 4.645 -0.0013
C 1.768 -0.848 4.452 0.0015
C 1.447 -0.282 3.231 0.0014
C 1.777 2.265 1.134 -0.0085
C 1.024 3.179 0.403 -0.0025
C 0.984 4.519 0.760 -0.0006
C 1.696 4.966 1.861 0.0004
C 2.452 4.066 2.600 -0.0002
C 2.490 2.727 2.243 0.0022
H 4.299 0.906 0.334 -0.0007
H 3.387 1.291 -1.113 -0.0001
H 3.734 -0.408 -0.742 0.0009
H 4.368 -0.858 1.609 -0.0001
H 4.915 -1.883 3.762 0.0001
H 3.259 -1.886 5.599 -0.0001
H 1.048 -0.820 5.260 0.0001
H 0.487 0.197 3.103 0.0004
H 0.460 2.854 -0.461 0.0073
H 0.390 5.211 0.176 0.0000
H 1.662 6.009 2.146 0.0000
H 3.014 4.405 3.460 0.0000
H 3.084 2.042 2.835 -0.0003
```

Computed properties:
- Highest occupied orbital energy (alpha / beta): -10.540 / -10.537 eV
- Lowest unoccupied orbital energy (alpha / beta): -3.520 / -3.519 eV
- ΔE to the lowest compared entry with this formula, charge and spin: 9.1 kcal/mol
- Multiplicity: 2
- ⟨S²⟩: 0.798
- HOMO-LUMO gap (alpha / beta): 7.020 / 7.019 eV
- Total charge: +1

| no. | largest force on an atom (eV/Å) |
| --- | --- |
| 1 | 1.07 |
| 2 | 2.54 |
| 3 | 0.49 |